Entry 1:
The following is a DFT calculation (wB97M-V/def2-TZVPD) of a 4-piece molecular cluster, C2H11NO3 overall.

Each line ends with the natural charge from an NBO analysis.
Cartesian coordinates (Å):
C1 -2.4514 0.2075 -0.5316  -0.538
C2 -0.7142 0.6748 -0.6533  0.127
N1 -1.2004 -0.2197 0.2243  -0.669
H1 -2.6260 -0.0255 -1.5668  0.225
H2 -2.8753 1.2435 -0.1765  0.221
H3 -3.1697 -0.4280 -0.1057  0.313
H4 -0.2679 0.3609 -1.5914  0.172
H5 -0.5429 1.7568 -0.3516  0.192
H6 0.4042 -2.3264 -1.1795  0.459
H7 -0.0085 -1.6179 0.0398  0.493
O1 0.8098 -2.0307 -0.3458  -0.977
H8 2.4658 -0.6267 -0.6436  0.493
H9 1.6839 0.6805 -0.8723  0.445
O2 2.5759 0.3346 -0.6494  -0.933
H10 -0.1858 0.8612 1.3795  0.473
H11 1.0184 0.3621 2.2441  0.471
O3 0.5517 1.1965 2.0406  -0.966

As for the net charge: 0. The energy above the lowest of the compared OMol25 structures with the same formula, charge and spin is 466.31 kJ/mol.


Entry 2:
The following is a DFT calculation (wB97M-V/def2-TZVPD) of a 3-piece molecular cluster, H6O3 overall.

Each line ends with the natural charge from an NBO analysis.
Cartesian coordinates (Å):
O1 -1.5132 0.2441 -0.0357  -0.962
H1 -1.9784 1.0842 0.2170  0.500
H2 -1.3011 -0.2589 0.7470  0.502
O2 1.0468 -0.6088 1.3543  -0.974
H3 0.6659 -0.4979 0.4492  0.485
H4 1.5080 0.1963 1.5083  0.468
O3 0.6710 0.2149 -1.3367  -1.028
H5 1.2264 -0.4937 -1.7505  0.491
H6 -0.3254 0.1199 -1.1529  0.518

Its SMILES is O.O.O. As for the net charge: 0. The energy above the lowest of the compared OMol25 structures with the same formula, charge and spin is 61.99 kJ/mol.


Entry 3:
The following is a DFT calculation (wB97M-V/def2-TZVPD) of a 2-piece molecular cluster, C3H6F2N2 overall.

Each line ends with the natural charge from an NBO analysis.
Cartesian coordinates (Å):
C1 0.2105 -0.2967 1.0295  -0.227
C2 -0.5250 -1.1040 -0.1085  0.316
C3 0.1051 0.9241 -1.0084  0.617
N1 0.4898 0.9451 0.3763  -0.674
N2 -0.3987 -0.3570 -1.2290  -0.676
F1 -1.8409 -1.0847 0.4172  -0.411
F2 1.1048 1.2232 -1.8782  -0.366
H1 -0.4958 -0.2060 1.7316  0.209
H2 1.0823 -0.7172 1.3541  0.195
H3 -0.5008 -2.1729 -0.2345  0.192
H4 -0.9985 2.1009 -1.3297  0.003
H5 1.2624 1.5666 0.3873  0.403
H6 -0.3670 -0.7798 -2.1554  0.418

As for the net charge: 0. The energy above the lowest of the compared OMol25 structures with the same formula, charge and spin is 242.74 kJ/mol.


Entry 4:
The following is a DFT calculation (wB97M-V/def2-TZVPD) of a 2-piece molecular cluster, C4H8O2 overall.

Each line ends with the natural charge from an NBO analysis.
Cartesian coordinates (Å):
O1 -0.0815 -1.5905 0.4520  -0.744
C1 -0.7958 -0.7643 1.3717  0.031
C2 -1.8842 0.1284 0.9317  -0.234
C3 -0.7593 0.7086 1.2367  -0.158
H1 -0.5749 -1.6034 -0.3788  0.474
H2 -0.7898 -1.2577 2.3439  0.171
H3 -2.9074 0.2055 0.5914  0.228
H4 -0.1503 1.5951 1.3190  0.245
C4 1.2997 0.5868 -1.6236  -0.248
O2 1.7137 0.4561 -0.2872  -0.744
H5 1.5132 1.6112 -1.9422  0.180
H6 1.8339 -0.0972 -2.3012  0.160
H7 0.2168 0.4166 -1.7465  0.147
H8 1.3658 -0.3950 0.0331  0.491

Its SMILES is OC1C=C1.CO. As for the net charge: 0. The energy above the lowest of the compared OMol25 structures with the same formula, charge and spin is 365.25 kJ/mol.


Entry 5:
The following is a DFT calculation (wB97M-V/def2-TZVPD) of C15H13Cl2NO3 in the gas phase.

Each line ends with the natural charge from an NBO analysis.
Cartesian coordinates (Å):
C1 3.7962 -0.6702 0.7836  -0.622
C2 2.7773 -0.7699 1.9045  -0.064
O1 1.4817 -0.7427 1.3142  -0.470
C3 0.4420 -0.8120 2.1325  0.559
N1 0.6561 -0.8840 3.4392  -0.499
C4 -0.3813 -0.9133 4.2599  0.081
C5 -1.6953 -0.8575 3.8331  -0.311
C6 -1.9323 -0.7922 2.4681  -0.095
C7 -0.8631 -0.7798 1.5841  -0.255
C8 -1.0665 -0.7388 0.1200  0.785
O2 -0.2888 -1.1247 -0.7133  -0.569
O3 -2.2642 -0.2000 -0.1801  -0.508
C9 -2.5705 -0.0658 -1.5635  -0.115
C10 -1.5129 0.6808 -2.3346  -0.009
C11 -0.9657 0.1782 -3.5143  -0.040
Cl1 -1.5228 -1.3152 -4.1667  0.019
C12 0.0294 0.8542 -4.2013  -0.218
C13 0.5008 2.0588 -3.7133  -0.189
C14 -0.0299 2.5932 -2.5544  -0.228
C15 -1.0288 1.9076 -1.8823  -0.048
Cl2 -1.6844 2.6151 -0.4496  0.018
H1 4.8012 -0.7103 1.1936  0.212
H2 3.6580 -1.4914 0.0862  0.217
H3 3.6657 0.2633 0.2433  0.212
H4 2.8707 0.0659 2.6077  0.186
H5 2.8949 -1.7017 2.4691  0.186
H6 -0.1290 -0.9828 5.3099  0.194
H7 -2.5086 -0.8737 4.5402  0.223
H8 -2.9386 -0.7619 2.0795  0.232
H9 -3.5176 0.4814 -1.5834  0.216
H10 -2.7096 -1.0601 -1.9989  0.217
H11 0.4321 0.4299 -5.1072  0.228
H12 1.2826 2.5837 -4.2395  0.222
H13 0.3214 3.5358 -2.1662  0.230

Its SMILES is CCOc1ncccc1C(=O)OCc1c(Cl)cccc1Cl. As for the net charge: 0. The energy above the lowest of the compared OMol25 structures with the same formula, charge and spin is 0.00 kJ/mol.


Entry 6:
The following is a DFT calculation (wB97M-V/def2-TZVPD) of C4H10N2O in the gas phase.

Each line ends with the natural charge from an NBO analysis.
Cartesian coordinates (Å):
C1 -0.1116 -0.7785 -2.0635  -0.596
C2 -0.9594 0.1716 -1.2298  -0.520
C3 -1.3051 -0.1209 0.2037  0.683
O1 -2.2597 -0.8038 0.5046  -0.597
N1 -0.5424 0.5008 1.1816  -0.641
C4 0.9103 0.6694 1.0027  -0.054
N2 1.7028 0.1173 2.0718  -0.835
H1 0.8728 -0.9321 -1.6427  0.201
H2 -0.6012 -1.7650 -2.0816  0.215
H3 -0.1006 -0.4360 -3.0977  0.219
H4 -0.5337 1.1844 -1.3579  0.210
H5 -1.9063 0.3671 -1.7333  0.239
H6 -0.7350 0.0302 2.0587  0.387
H7 1.2198 0.2045 0.0732  0.178
H8 1.2027 1.7188 0.9190  0.183
H9 1.4830 -0.8456 2.3088  0.363
H10 1.6637 0.7177 2.8826  0.363

Its SMILES is CCC(=O)NCN. As for the net charge: 0. The energy above the lowest of the compared OMol25 structures with the same formula, charge and spin is 100.50 kJ/mol.


Entry 7:
The following is a DFT calculation (wB97M-V/def2-TZVPD) of a 12-piece molecular cluster, C27H56Cl22O8P2S overall.

Each line ends with the Löwdin charge.
Cartesian coordinates (Å):
C1 0.5450 3.5974 2.7644  -0.001
C2 1.5880 2.6848 2.1938  -0.532
O1 1.9012 1.6487 2.7095  0.099
O2 2.2922 3.1216 1.1202  -0.060
C3 1.6417 3.6205 -0.0528  -0.204
C4 1.7249 2.5982 -1.1841  -0.191
C5 1.3531 1.1709 -0.8042  -0.244
O3 -0.0016 0.7402 -1.1560  -0.339
S1 -1.1475 1.8021 -0.8565  0.849
O4 -1.1877 2.0744 0.5672  -0.375
O5 -2.2905 0.6581 -1.2037  -0.685
P1 -3.8230 0.6756 -0.5558  0.791
P2 -4.5902 2.7312 -0.8446  0.274
O6 -5.9660 2.6126 -1.3653  -0.341
O7 -4.5097 3.5120 0.5426  -0.158
O8 -3.6138 3.5722 -1.7995  -0.171
H1 0.9927 4.0985 3.6252  0.030
H2 -0.2901 2.9842 3.1009  0.049
H3 0.1549 4.3356 2.0690  0.085
H4 2.1829 4.5087 -0.3701  0.042
H5 0.6134 3.9288 0.1425  0.105
H6 1.1504 2.9879 -2.0270  0.064
H7 2.7670 2.5799 -1.5124  0.092
H8 1.4973 0.9882 0.2595  0.104
H9 1.9881 0.4796 -1.3412  0.002
H10 -3.5576 0.7570 0.8272  -0.056
H11 -5.2047 4.1874 0.5689  0.090
H12 -3.2072 3.0360 -2.4924  0.065
Cl1 -4.0894 -5.3603 -1.1603  0.568
C6 -2.5319 -4.4883 -1.1516  -0.642
C7 -2.3620 -3.6436 0.0897  -0.629
Cl2 -3.5366 -2.3015 0.1074  0.546
H13 -2.5025 -3.8734 -2.0478  0.069
H14 -1.7387 -5.2324 -1.2092  0.071
H15 -1.3649 -3.2058 0.1003  0.071
H16 -2.5038 -4.2211 0.9997  0.069
Cl3 5.3507 3.9043 0.2691  0.591
C8 5.9091 4.7722 1.7233  -0.637
C9 4.7796 5.1644 2.6421  -0.671
Cl4 3.7384 6.4317 1.9440  0.553
H17 6.4694 5.6435 1.3939  0.068
H18 6.5810 4.0979 2.2525  0.071
H19 5.1941 5.5710 3.5633  0.063
H20 4.1459 4.3130 2.8817  0.046
Cl5 -1.7154 0.8337 4.4754  0.560
C10 -0.1744 1.0689 5.3430  -0.656
C11 -0.3238 1.9892 6.5296  -0.636
Cl6 -0.6775 3.6657 6.0218  0.570
H21 0.5506 1.4540 4.6278  0.033
H22 0.1556 0.0896 5.6860  0.078
H23 0.6175 2.0051 7.0756  0.023
H24 -1.1223 1.6724 7.1952  0.068
Cl7 2.2318 4.5272 -3.8589  0.599
C12 1.3872 6.1013 -3.9439  -0.635
C13 2.1204 7.1746 -3.1740  -0.639
Cl8 2.0549 6.8573 -1.4195  0.581
H25 0.3833 5.9613 -3.5512  0.068
H26 1.3216 6.3691 -4.9967  0.072
H27 1.6484 8.1405 -3.3435  0.073
H28 3.1653 7.2329 -3.4669  0.069
Cl9 -6.5231 -1.8567 -2.4611  0.517
C14 -8.0021 -0.8660 -2.5866  -0.651
C15 -8.0332 0.2178 -1.5383  -0.661
Cl10 -8.2234 -0.4557 0.1070  0.522
H29 -8.8507 -1.5383 -2.5050  0.051
H30 -8.0012 -0.4097 -3.5753  0.073
H31 -8.8889 0.8667 -1.7173  0.076
H32 -7.1268 0.8184 -1.5422  0.011
Cl11 6.3683 -1.9781 1.2064  0.532
C16 6.2874 -0.2287 1.5561  -0.660
C17 4.9003 0.3272 1.3762  -0.642
Cl12 4.4007 0.3238 -0.3334  0.627
H33 6.9984 0.2692 0.9014  0.066
H34 6.5990 -0.0960 2.5908  0.073
H35 4.8685 1.3659 1.7030  0.043
H36 4.1581 -0.2351 1.9363  0.073
Cl13 3.4256 1.9955 6.7738  0.565
C18 3.8327 3.5580 7.5359  -0.645
C19 2.7673 4.5989 7.3067  -0.648
Cl14 2.6604 5.0804 5.5971  0.583
H37 4.7893 3.8769 7.1305  0.066
H38 3.9413 3.3760 8.6035  0.074
H39 3.0036 5.4936 7.8801  0.077
H40 1.7824 4.2424 7.6013  0.042
Cl15 -9.2687 -8.1702 -2.1247  0.532
C20 -7.9092 -7.1024 -2.5697  -0.672
C21 -8.0820 -5.7047 -2.0366  -0.662
Cl16 -9.4387 -4.8561 -2.8300  0.532
H41 -7.8318 -7.1022 -3.6540  0.070
H42 -7.0067 -7.5444 -2.1518  0.025
H43 -7.1837 -5.1206 -2.2317  0.043
H44 -8.2776 -5.7081 -0.9675  0.072
Cl17 0.8108 -3.8644 -4.3078  0.537
C22 2.1203 -3.4760 -3.1564  -0.664
C23 1.8809 -2.1674 -2.4517  -0.637
Cl18 2.0142 -0.7634 -3.5447  0.567
H45 3.0577 -3.4698 -3.7059  0.005
H46 2.1460 -4.2784 -2.4207  0.075
H47 2.6309 -2.0287 -1.6724  0.065
H48 0.8901 -2.1292 -2.0035  0.064
Cl19 5.0867 -1.5124 -4.3526  0.556
C24 6.6859 -2.2900 -4.4607  -0.651
C25 6.6033 -3.6624 -5.0769  -0.653
Cl20 5.7465 -4.8204 -4.0216  0.546
H49 7.1019 -2.3310 -3.4570  0.069
H50 7.3156 -1.6533 -5.0801  0.073
H51 7.6064 -4.0557 -5.2311  0.072
H52 6.0793 -3.6374 -6.0287  0.068
Cl21 -4.5476 -10.9822 -0.1652  0.541
C26 -3.0721 -10.2035 -0.7915  -0.666
C27 -3.3116 -8.7669 -1.1796  -0.687
Cl22 -4.3714 -8.6273 -2.6060  0.546
H53 -2.7220 -10.7895 -1.6372  0.067
H54 -2.3274 -10.2428 0.0019  0.072
H55 -2.3654 -8.2956 -1.4413  0.068
H56 -3.7713 -8.2055 -0.3711  0.043

As for the net charge: 0.


Values of Kohn-Sham gap, in order: 8.45 11.62 10.06 10.90 9.50 10.48 9.64, all in eV.
Values of E_HOMO, in order: -9.275 -10.964 -9.098 -9.997 -8.968 -9.590 -9.430, all in eV.
Values of max |F|, in order: 3.47 2.08 4.20 0.44 0.66 2.22 0.68, all in eV/Å.